The following is a DFT calculation (ωB97M-V with the def2-TZVPD basis set) of C19H42NO3P3Pd as an isolated structure in a non-equilibrium geometry.

Atoms and positions in Å:
Pd (0.075, -0.300, 1.087)
P (-1.595, -1.969, 1.151)
P (1.461, -0.908, 2.788)
P (2.040, -1.655, -1.435)
H (-0.379, 5.476, -5.283)
C (-0.462, 4.551, -5.864)
C (-1.606, 3.862, -5.984)
H (-2.546, 4.188, -5.526)
C (-3.139, -1.234, 1.764)
C (-1.290, -3.400, 2.230)
C (-2.029, -2.640, -0.478)
C (2.990, 0.044, 2.653)
C (0.722, -0.424, 4.385)
C (1.928, -2.650, 3.016)
C (1.490, -1.668, -3.135)
C (1.783, -3.222, -0.612)
C (3.733, -1.065, -1.302)
H (0.433, 4.253, -6.434)
H (-1.658, 2.975, -6.636)
H (-3.348, -0.308, 1.211)
H (-3.048, -1.016, 2.837)
H (-3.967, -1.942, 1.610)
H (-1.020, -3.069, 3.245)
H (-0.478, -4.021, 1.824)
H (-2.208, -4.006, 2.284)
H (-2.093, -1.811, -1.193)
H (-2.995, -3.151, -0.409)
H (-1.262, -3.348, -0.807)
H (3.678, -0.222, 3.463)
H (2.744, 1.112, 2.714)
H (3.463, -0.161, 1.682)
H (1.383, -0.727, 5.209)
H (-0.255, -0.915, 4.514)
H (0.578, 0.666, 4.426)
H (2.994, -2.702, 3.270)
H (1.760, -3.243, 2.108)
H (1.348, -3.095, 3.836)
H (2.048, -2.435, -3.680)
H (1.661, -0.694, -3.596)
H (0.421, -1.887, -3.196)
H (1.808, -4.042, -1.343)
H (0.801, -3.230, -0.113)
H (2.566, -3.391, 0.140)
H (4.361, -1.438, -2.129)
H (4.178, -1.388, -0.349)
H (3.730, 0.036, -1.336)
C (-0.597, 1.075, -1.614)
C (0.550, 1.899, -1.407)
C (1.074, 2.646, -2.450)
C (0.522, 2.537, -3.729)
C (-0.669, 1.819, -3.916)
C (-1.262, 1.135, -2.881)
O (-1.005, 0.199, -0.750)
H (1.227, -0.695, -0.750)
H (0.994, 1.912, -0.416)
H (1.921, 3.313, -2.254)
H (0.972, 3.068, -4.582)
H (-1.194, 1.863, -4.867)
H (-2.204, 0.599, -3.002)
N (-2.599, 2.189, 3.952)
C (-2.177, 3.121, 2.867)
C (-1.395, 2.299, 1.852)
O (-1.142, 2.772, 0.743)
O (-1.088, 1.130, 2.338)
H (-3.376, 1.615, 3.595)
H (-2.947, 2.684, 4.760)
H (-1.813, 1.565, 4.211)
H (-3.052, 3.567, 2.397)
H (-1.538, 3.900, 3.298)

Calculated values
Gap between HOMO and LUMO (alpha / beta)   6.85 / 4.57 eV
Largest force on an atom   4.2 eV/A
Charge   +4
2S+1   5
Energy above the lowest of the compared OMol25 structures with the same formula, charge and spin   0.00 kJ/mol
LUMO level (alpha / beta)   -11.20 / -15.53 eV

***

The following is a DFT calculation (ωB97M-V with the def2-TZVPD basis set) of an isolated molecule of C3H9NO in a non-equilibrium geometry.

Atoms and positions in Å:
N (-2.189, 0.362, 0.357)
C (-1.084, 0.156, -0.572)
C (0.136, -0.718, -0.243)
C (1.357, 0.112, 0.190)
O (2.502, -0.724, 0.154)
H (-1.949, 0.818, 1.228)
H (-2.905, 0.950, -0.042)
H (-0.703, 1.104, -0.939)
H (-1.538, -0.406, -1.397)
H (0.002, -1.334, 0.650)
H (0.460, -1.289, -1.110)
H (1.479, 1.068, -0.336)
H (1.250, 0.387, 1.246)
H (3.182, -0.485, 0.814)

Calculated values
Gap between HOMO and LUMO   10.19 eV
Largest force on an atom   2.0 eV/A
Energy above the lowest of the compared OMol25 structures with the same formula, charge and spin   133.65 kJ/mol
LUMO level   0.96 eV
SMILES   NCCCO

***

The following is a DFT calculation (ωB97M-V with the def2-TZVPD basis set) of C37H29F5N2O3PRuS as an isolated structure in a non-equilibrium geometry.

Atoms and positions in Å:
Ru (-0.011, -0.010, -0.110)
O (-1.998, 0.838, 3.135)
C (-2.024, 0.856, 1.924)
O (-1.040, 1.127, 1.149)
C (-3.350, 0.681, 1.199)
C (-4.455, 1.262, 1.808)
C (-5.698, 1.193, 1.213)
C (-5.853, 0.525, 0.005)
C (-4.763, -0.057, -0.608)
C (-3.494, 0.018, -0.024)
P (-2.093, -0.778, -0.872)
C (-2.364, -0.350, -2.613)
C (-3.002, -1.170, -3.539)
C (-3.162, -0.730, -4.841)
C (-2.708, 0.524, -5.218)
C (-2.080, 1.347, -4.293)
C (-1.901, 0.910, -2.996)
C (-2.470, -2.547, -0.772)
C (-1.700, -3.413, -1.550)
C (-1.867, -4.779, -1.436)
C (-2.821, -5.290, -0.569)
C (-3.595, -4.431, 0.195)
C (-3.409, -3.062, 0.115)
H (-4.306, 1.769, 2.749)
H (-6.544, 1.664, 1.686)
H (-6.827, 0.467, -0.458)
H (-4.887, -0.570, -1.552)
H (-3.357, -2.150, -3.246)
H (-3.642, -1.372, -5.566)
H (-2.834, 0.857, -6.238)
H (-1.723, 2.322, -4.587)
H (-1.388, 1.529, -2.259)
H (-0.981, -2.998, -2.246)
H (-1.249, -5.447, -2.016)
H (-2.958, -6.358, -0.485)
H (-4.342, -4.828, 0.866)
H (-4.000, -2.396, 0.728)
C (6.040, 1.865, 0.588)
C (4.967, 2.838, 1.068)
N (3.792, 2.793, 0.224)
C (3.678, 3.763, -0.836)
C (2.984, 5.037, -0.361)
C (2.856, 1.840, 0.473)
S (1.413, 1.876, -0.584)
N (3.069, 1.005, 1.432)
C (2.391, -0.020, 1.941)
O (1.296, -0.494, 1.439)
C (2.951, -0.662, 3.102)
C (4.177, -0.243, 3.651)
C (4.690, -0.886, 4.751)
C (4.003, -1.948, 5.333)
C (2.788, -2.364, 4.800)
C (2.263, -1.735, 3.697)
H (6.920, 1.940, 1.218)
H (6.323, 2.085, -0.438)
H (5.663, 0.847, 0.630)
H (5.354, 3.857, 1.061)
H (4.674, 2.585, 2.090)
H (3.117, 3.328, -1.665)
H (4.686, 3.994, -1.188)
H (1.959, 4.814, -0.082)
H (2.981, 5.776, -1.156)
H (3.495, 5.453, 0.503)
H (4.702, 0.582, 3.193)
H (5.634, -0.562, 5.165)
H (4.416, -2.447, 6.195)
H (2.256, -3.189, 5.251)
H (1.321, -2.044, 3.266)
F (1.217, 0.221, -3.078)
C (1.490, -1.008, -2.591)
C (0.984, -1.332, -1.334)
C (1.257, -2.630, -0.901)
F (0.762, -3.005, 0.294)
C (1.955, -3.558, -1.667)
F (2.137, -4.816, -1.241)
C (2.450, -3.183, -2.914)
F (3.118, -4.065, -3.670)
C (2.231, -1.888, -3.373)
F (2.717, -1.516, -4.566)

Calculated values
Gap between HOMO and LUMO (alpha / beta)   6.32 / 6.54 eV
Largest force on an atom   3.6 eV/A
2S+1   2
Energy above the lowest of the compared OMol25 structures with the same formula, charge and spin   0.00 kJ/mol
LUMO level (alpha / beta)   -1.88 / -1.45 eV

***

The following is a DFT calculation (ωB97M-V with the def2-TZVPD basis set) of an isolated ion of composition C3H7N2 and charge +1 in a non-equilibrium geometry.

Atoms and positions in Å:
C (-0.725, 1.098, 0.282)
C (0.626, 0.206, -1.046)
C (-0.190, -0.057, 1.083)
N (-1.558, 1.947, 0.530)
N (0.301, -0.901, -0.016)
H (0.178, 0.131, -1.974)
H (1.574, 0.779, -0.855)
H (0.824, 0.349, 1.408)
H (-0.750, -0.527, 1.832)
H (-1.632, 2.885, 0.195)
H (-0.464, -1.341, -0.443)
H (1.198, -1.541, 0.199)

Calculated values
Gap between HOMO and LUMO   9.46 eV
Largest force on an atom   5.2 eV/A
Charge   +1
Energy above the lowest of the compared OMol25 structures with the same formula, charge and spin   338.43 kJ/mol
LUMO level   -4.09 eV

***

The following is a DFT calculation (ωB97M-V with the def2-TZVPD basis set) of a 13-piece molecular cluster, C20H66N6O13 overall in a non-equilibrium geometry.

Atoms and positions in Å:
C (-1.007, -16.749, -6.217)
C (0.446, -16.441, -6.235)
O (0.909, -16.725, -7.579)
H (-1.127, -17.793, -6.322)
H (-1.571, -16.164, -6.974)
H (-1.451, -16.530, -5.219)
H (0.981, -16.923, -5.476)
H (0.493, -15.376, -6.210)
H (0.611, -16.085, -8.214)
C (-0.814, -16.533, -2.483)
C (-1.957, -15.501, -2.175)
O (-2.842, -15.313, -3.238)
H (-0.165, -16.164, -3.266)
H (-1.186, -17.532, -2.707)
H (-0.269, -16.612, -1.534)
H (-1.636, -14.542, -1.855)
H (-2.535, -15.946, -1.337)
H (-2.353, -14.952, -3.984)
C (-3.171, -21.232, -3.202)
C (-4.244, -21.560, -2.155)
O (-5.041, -22.570, -2.806)
H (-3.697, -20.928, -4.133)
H (-2.495, -22.089, -3.336)
H (-2.674, -20.324, -3.011)
H (-4.738, -20.589, -1.846)
H (-3.824, -22.122, -1.365)
H (-5.738, -22.037, -3.288)
C (-1.287, -24.829, -7.906)
C (-1.762, -23.422, -7.610)
O (-0.608, -22.679, -7.168)
H (-0.506, -24.798, -8.555)
H (-2.125, -25.277, -8.471)
H (-0.993, -25.349, -6.999)
H (-2.657, -23.351, -6.898)
H (-2.064, -22.955, -8.593)
H (-0.764, -21.765, -7.279)
C (-4.745, -18.153, -3.775)
C (-5.089, -17.638, -2.380)
O (-5.254, -16.226, -2.497)
H (-5.240, -17.870, -4.653)
H (-4.915, -19.220, -3.731)
H (-3.715, -17.989, -4.001)
H (-4.384, -17.939, -1.644)
H (-5.989, -18.006, -2.063)
H (-4.437, -15.922, -2.860)
C (0.355, -25.214, -3.823)
C (-0.468, -23.986, -4.183)
O (0.531, -23.028, -4.276)
H (-0.344, -25.996, -3.815)
H (0.871, -25.119, -2.770)
H (1.148, -25.315, -4.584)
H (-1.182, -23.760, -3.343)
H (-1.031, -24.061, -5.074)
H (1.054, -23.385, -5.072)
C (4.618, -20.408, -4.869)
C (3.401, -21.084, -4.286)
O (3.584, -21.340, -2.916)
H (4.708, -20.578, -5.896)
H (5.564, -20.807, -4.495)
H (4.645, -19.369, -4.660)
H (3.232, -22.068, -4.711)
H (2.418, -20.630, -4.350)
H (2.741, -21.714, -2.581)
C (-1.406, -19.901, -8.768)
O (-1.559, -20.376, -7.501)
N (-0.386, -19.179, -9.120)
N (-2.266, -20.225, -9.689)
H (0.448, -19.224, -8.482)
H (-0.253, -18.397, -9.791)
H (-3.148, -20.691, -9.515)
H (-1.946, -20.124, -10.634)
C (2.384, -20.189, -8.047)
O (2.677, -21.468, -7.742)
N (1.587, -19.387, -7.351)
N (3.033, -19.644, -8.993)
H (1.063, -19.723, -6.508)
H (1.588, -18.299, -7.444)
H (3.525, -20.404, -9.559)
H (2.730, -18.735, -9.496)
C (0.661, -21.588, -0.957)
O (-0.556, -21.100, -1.217)
N (1.249, -22.409, -1.789)
N (1.264, -21.552, 0.209)
H (0.700, -22.561, -2.683)
H (2.009, -23.035, -1.413)
H (0.641, -21.288, 0.985)
H (2.208, -21.677, 0.473)
C (2.759, -18.240, -2.782)
O (4.072, -18.670, -2.265)
H (1.963, -18.883, -2.317)
H (2.758, -18.411, -3.850)
H (2.435, -17.162, -2.610)
H (4.241, -19.580, -2.529)
C (-0.219, -19.646, -4.422)
O (0.278, -20.591, -5.286)
H (0.391, -18.812, -4.472)
H (-0.153, -20.007, -3.366)
H (-1.233, -19.410, -4.784)
H (0.194, -21.446, -4.933)
C (-4.156, -18.689, -7.272)
O (-4.080, -19.922, -6.553)
H (-5.058, -18.151, -7.080)
H (-4.261, -18.842, -8.330)
H (-3.352, -18.031, -7.090)
H (-3.143, -20.093, -6.414)

Calculated values
Gap between HOMO and LUMO   8.87 eV
Largest force on an atom   8.5 eV/A
Energy above the lowest of the compared OMol25 structures with the same formula, charge and spin   104.08 kJ/mol
LUMO level   -0.24 eV

***

The following is a DFT calculation (ωB97M-V with the def2-TZVPD basis set) of C9H15CuO12P2S2 as an isolated structure.

Atoms and positions in Å:
Cu (-2.282, 0.512, 0.923)
C (-1.813, 2.780, -3.540)
C (-1.707, 2.774, -2.025)
O (-1.844, 4.126, -1.539)
P (-0.056, 2.233, -1.456)
O (0.449, 1.114, -2.408)
O (0.847, 3.495, -1.879)
O (-0.042, 1.952, -0.005)
P (-2.979, 1.784, -1.165)
O (-4.246, 2.015, -2.124)
O (-2.656, 0.310, -1.051)
O (-3.152, 2.385, 0.214)
H (-1.006, 3.381, -3.960)
H (-2.771, 3.204, -3.836)
H (-1.730, 1.766, -3.929)
H (-2.180, 4.050, -0.629)
H (1.009, 0.424, -1.884)
H (0.446, 4.298, -1.516)
H (-5.019, 1.540, -1.795)
O (-2.024, 0.615, 2.807)
S (-1.997, -0.927, 2.869)
O (-1.232, -1.356, 4.019)
O (-3.343, -1.460, 2.812)
O (-1.296, -1.138, 1.522)
C (2.440, 0.314, 1.381)
S (1.393, -0.652, 0.297)
O (1.986, -0.432, -1.095)
C (1.973, -2.257, 0.810)
C (1.349, -2.838, 1.909)
C (1.790, -4.082, 2.338)
C (2.820, -4.728, 1.665)
C (3.415, -4.140, 0.557)
C (2.992, -2.893, 0.120)
H (3.482, 0.079, 1.166)
H (2.179, 0.070, 2.409)
H (2.215, 1.359, 1.173)
H (0.512, -2.346, 2.391)
H (1.306, -4.552, 3.183)
H (3.150, -5.705, 1.997)
H (4.205, -4.658, 0.027)
H (3.419, -2.418, -0.753)

Calculated values
Gap between HOMO and LUMO (alpha / beta)   8.95 / 8.52 eV
Largest force on an atom   0.8 eV/A
Charge   -1
2S+1   2
Energy above the lowest of the compared OMol25 structures with the same formula, charge and spin   0.00 kJ/mol
LUMO level (alpha / beta)   2.72 / 2.35 eV